Here is a molecular structure, C30H41BrN6O3S2Si2Ti from OMol25. Energies are from ωB97M-V/def2-TZVPD.

The geometry in XYZ format:
```
86
Properties=species:S:1:pos:R:3:forces:R:3:lowdin_charge:R:1
Ti -0.954983 -0.795123 0.420094 0.0 0.1 0.0 1.06
C -2.108274 -4.648331 1.186771 0.0 0.0 0.0 -0.16
Si -0.675563 -4.083619 0.126816 0.0 0.0 0.0 0.50
C -0.211364 -5.332683 -1.189477 0.0 0.0 0.0 -0.16
C 0.858666 -3.892066 1.188858 0.0 0.0 0.0 -0.15
C -1.071945 -2.419188 -0.809854 0.0 0.0 0.0 -0.37
C 0.201700 -1.997779 -1.480902 0.0 0.0 0.0 -0.42
C 0.860932 -2.519704 -2.588379 0.0 0.0 0.0 -0.01
C 2.053224 -1.935682 -2.978227 0.0 0.0 0.0 0.00
C 2.565494 -0.841367 -2.283203 0.0 0.0 0.0 -0.02
C 1.865363 -0.362561 -1.199721 0.0 0.0 0.0 -0.11
N 0.727704 -0.955027 -0.817059 0.0 0.0 0.0 -0.04
Si -2.647832 -2.610115 -1.947117 0.0 0.0 0.0 0.49
C -3.568211 -4.210031 -1.643535 0.0 0.0 0.0 -0.16
C -2.108049 -2.567286 -3.737621 0.0 0.0 0.0 -0.16
C -3.941140 -1.290612 -1.659731 0.0 0.0 0.0 -0.18
H -2.573694 -5.549103 0.786934 0.0 0.0 0.0 0.05
H -2.882829 -3.888311 1.283929 0.0 0.0 0.0 0.01
H -1.742738 -4.879712 2.189838 0.0 0.0 0.0 0.05
H -0.291628 -6.334102 -0.758263 0.0 0.0 0.0 0.06
H 0.827901 -5.201414 -1.495506 0.0 0.0 0.0 0.04
H -0.838493 -5.311804 -2.080851 0.0 0.0 0.0 0.03
H 1.245531 -4.901481 1.356255 0.0 0.0 0.0 0.05
H 0.662163 -3.465362 2.172344 0.0 0.0 0.0 0.02
H 1.656978 -3.323415 0.706171 0.0 0.0 0.0 0.04
H 0.452731 -3.362811 -3.122699 0.0 0.0 0.0 0.11
H 2.588648 -2.329676 -3.832398 0.0 0.0 0.0 0.13
H 3.489931 -0.370111 -2.583166 0.0 0.0 0.0 0.12
H 2.194363 0.504184 -0.634484 0.0 0.0 0.0 0.04
H -2.980269 -5.124887 -1.678149 0.0 0.0 0.0 0.03
H -4.318399 -4.280470 -2.436494 0.0 0.0 0.0 0.06
H -4.106019 -4.181361 -0.695079 0.0 0.0 0.0 0.03
H -1.599232 -3.486254 -4.034234 0.0 0.0 0.0 0.04
H -1.466211 -1.724962 -3.998035 0.0 0.0 0.0 0.01
H -3.010402 -2.494884 -4.349707 0.0 0.0 0.0 0.05
H -4.442024 -1.443658 -0.703899 0.0 0.0 0.0 0.01
H -4.689862 -1.431512 -2.444802 0.0 0.0 0.0 0.06
H -3.603285 -0.257501 -1.710975 0.0 0.0 0.0 0.00
C -7.820386 -3.925038 3.130651 0.0 0.0 0.0 -0.03
C -6.582934 -3.111347 2.893541 0.0 0.0 0.0 -0.23
C -6.605107 -2.000712 2.051283 0.0 0.0 0.0 0.00
C -5.469012 -1.239513 1.839809 0.0 0.0 0.0 -0.04
C -4.294187 -1.613201 2.481785 0.0 0.0 0.0 -0.31
C -4.238596 -2.710486 3.334568 0.0 0.0 0.0 -0.06
C -5.386647 -3.452569 3.528919 0.0 0.0 0.0 -0.01
S -2.896600 -0.606535 2.302360 0.0 0.0 0.1 0.69
O -2.854612 -0.144796 0.865616 0.1 0.0 0.0 -0.38
O -2.825899 0.432369 3.277286 0.0 0.0 0.0 -0.21
N -1.590138 -1.544225 2.252947 0.0 -0.1 0.0 -0.16
C -0.413337 -1.192872 2.941002 0.0 0.1 0.0 -0.40
C -0.119974 -1.251008 4.285165 0.0 0.0 0.0 0.04
C 1.178491 -0.920583 4.648685 0.0 0.0 0.0 0.00
C 2.114960 -0.558747 3.683605 0.0 0.0 0.0 -0.01
C 1.732122 -0.512322 2.359077 0.0 0.0 0.0 -0.08
N 0.475474 -0.813673 2.013985 0.0 0.0 0.0 0.02
H -8.627685 -3.627778 2.465226 0.0 0.0 0.0 0.08
H -8.163515 -3.798597 4.158795 0.0 0.0 0.0 0.10
H -7.620938 -4.986521 2.983311 0.0 0.0 0.0 0.09
H -7.526846 -1.725560 1.555547 0.0 0.0 0.0 0.13
H -5.496113 -0.373964 1.190754 0.0 0.0 0.0 0.13
H -3.311502 -2.988701 3.818684 0.0 0.0 0.0 0.12
H -5.357784 -4.315228 4.182469 0.0 0.0 0.0 0.13
H -0.867000 -1.545160 5.008071 0.0 0.0 0.0 0.13
H 1.465173 -0.952999 5.691502 0.0 0.0 0.0 0.13
H 3.129152 -0.310646 3.958629 0.0 0.0 0.0 0.12
H 2.410191 -0.213277 1.572092 0.0 0.0 0.0 0.08
O -0.088844 5.388208 -0.263566 0.0 0.0 0.0 0.14
C -0.318597 4.091588 -0.107385 0.0 0.0 0.0 -0.30
C -0.378168 3.454335 1.134374 0.0 0.0 0.0 0.00
C -0.578214 2.101746 1.162290 0.0 0.0 0.0 -0.12
N -0.730126 1.344737 0.055087 0.0 0.0 0.0 -0.07
C -0.734327 1.988995 -1.117942 0.0 -0.1 0.0 -0.67
Br -1.121427 0.951144 -2.641553 0.0 0.0 0.0 0.97
C -0.528743 3.335658 -1.262207 0.0 0.0 0.0 -0.01
H 0.049595 5.835041 0.582139 0.0 0.0 0.0 0.14
H -0.245265 4.001160 2.057514 0.0 0.0 0.0 0.14
H -0.626109 1.585776 2.113596 0.0 0.0 0.0 0.12
H -0.536941 3.808388 -2.232835 0.0 0.0 0.0 0.13
N 5.356980 3.222347 1.534883 0.0 0.0 0.0 0.10
C 4.462708 3.143426 0.544085 0.0 0.0 0.0 -0.93
N 4.878196 3.487509 -0.681413 0.0 0.0 0.0 0.10
S 2.873637 2.634930 0.830704 0.0 0.0 0.0 0.62
H 6.287424 3.581456 1.398375 0.0 0.0 0.0 0.12
H 5.052796 3.021292 2.470285 0.0 0.0 0.0 0.10
H 5.790565 3.877231 -0.852305 0.0 0.0 0.0 0.12
H 4.202318 3.510809 -1.423154 0.0 0.0 0.0 0.10
```
Positions in Å, forces in eV/Å.

Kohn-Sham gap: 6.96 eV
ΔE to the lowest compared entry with this formula, charge and spin: 3.5 kcal/mol
Total charge: +2